No. 1
76
Properties=species:S:1:pos:R:3 method="wB97M-V/def2-TZVPD" s2=0.7653 spin_multiplicity=2 relative_energy_kj_mol=2.8 e_homo_ev="-10.2 / -9.7" energy_ha=-3801.540922 total_charge=+1
V 0.84 -0.15 0.51
C -2.33 2.78 -0.64
C -0.99 2.80 0.05
C -0.79 2.05 1.22
C 0.44 2.08 1.88
C 1.49 2.84 1.36
C 1.29 3.58 0.21
C 0.06 3.56 -0.44
H -2.69 1.76 -0.73
H -2.26 3.21 -1.64
H -3.06 3.35 -0.07
H -1.61 1.47 1.63
H 0.56 1.55 2.82
H 2.44 2.86 1.87
H 2.10 4.17 -0.20
H -0.08 4.14 -1.34
S 1.79 -4.32 -1.32
C 2.78 -3.13 -2.04
C 2.53 -1.92 -1.48
N 1.54 -1.93 -0.52
C 1.06 -3.14 -0.36
H 3.50 -3.37 -2.80
H 3.00 -0.99 -1.74
H 0.28 -3.37 0.36
C 3.39 -2.75 2.00
O 3.87 -1.48 1.54
P 2.95 -0.16 1.72
O 4.05 0.94 1.34
C 4.44 1.13 -0.03
O 2.85 0.09 3.29
C 4.03 0.25 4.10
H 3.85 -2.98 2.96
H 3.69 -3.50 1.26
H 2.31 -2.76 2.11
H 5.05 2.02 -0.07
H 3.55 1.26 -0.66
H 5.02 0.27 -0.37
H 3.72 0.09 5.13
H 4.43 1.25 3.98
H 4.79 -0.48 3.83
O -0.72 -0.07 -1.03
C 0.11 0.53 -1.77
O 1.27 0.77 -1.32
C -0.25 0.94 -3.15
C -1.48 0.60 -3.69
C -1.82 1.00 -4.97
C -0.93 1.76 -5.72
C 0.29 2.09 -5.16
C 0.65 1.70 -3.89
N 1.24 2.90 -5.95
O 0.91 3.22 -7.07
O 2.31 3.17 -5.43
H -2.17 0.01 -3.10
H -2.78 0.73 -5.40
H -1.16 2.09 -6.72
H 1.61 1.98 -3.48
C -4.07 -2.64 -0.25
C -3.82 -1.33 0.48
N -2.45 -1.21 0.96
C -1.88 -1.57 2.10
S -0.15 -1.35 2.33
N -2.51 -2.11 3.15
C -3.92 -2.42 3.39
C -4.68 -1.25 3.99
H -5.09 -2.68 -0.62
H -3.91 -3.50 0.40
H -3.39 -2.74 -1.10
H -4.53 -1.18 1.29
H -3.97 -0.50 -0.21
H -1.80 -0.83 0.28
H -1.88 -2.26 3.92
H -3.93 -3.26 4.08
H -4.38 -2.77 2.47
H -4.24 -0.95 4.94
H -5.72 -1.53 4.17
H -4.66 -0.38 3.33



No. 2
332
Properties=species:S:1:pos:R:3 method="wB97M-V/def2-TZVPD" spin_multiplicity=1 relative_energy_kj_mol=0.0 e_homo_ev=-8.1 energy_ha=-6216.810432 total_charge=0
C 1.12 -3.33 4.89
C 0.92 -2.57 3.64
O 0.11 -3.22 2.71
O 2.06 -2.63 5.77
H 1.38 -4.35 4.60
H 0.18 -3.46 5.41
H 1.86 -2.27 3.16
H 0.47 -1.65 4.05
H -0.78 -3.11 3.19
H 2.07 -3.05 6.64
C -1.41 -0.91 -0.16
C -0.14 -0.59 0.62
O 0.58 0.46 -0.06
O -0.93 -1.59 -1.34
H -1.96 0.03 -0.37
H -2.00 -1.59 0.46
H 0.40 -1.52 0.77
H -0.40 -0.17 1.56
H 1.30 0.62 0.55
H -1.68 -1.82 -1.92
C -1.13 -6.08 -5.56
O 0.14 -5.72 -6.06
C 0.46 -4.35 -6.00
C 1.93 -4.15 -6.62
N 3.03 -4.29 -5.63
C 3.11 -5.42 -4.76
C 4.42 -5.64 -4.21
O 4.75 -4.60 -3.34
C 5.81 -4.84 -2.52
H -1.83 -5.51 -6.19
H -1.29 -5.87 -4.49
H -1.21 -7.14 -5.68
H 0.46 -3.96 -4.98
H -0.22 -3.74 -6.66
H 1.91 -3.15 -7.10
H 1.98 -4.91 -7.40
H 3.07 -3.40 -5.13
H 2.96 -6.34 -5.37
H 2.27 -5.46 -4.04
H 5.15 -5.71 -5.02
H 4.44 -6.61 -3.70
H 5.49 -5.65 -1.81
H 6.15 -3.93 -2.05
H 6.63 -5.23 -3.11
C -0.88 -0.66 -7.56
O -2.06 -0.06 -7.96
C -2.01 1.20 -8.57
C -3.36 1.71 -8.92
N -4.19 2.13 -7.80
C -3.83 3.42 -7.25
C -4.79 3.76 -6.17
O -4.63 2.94 -5.00
C -3.55 3.38 -4.17
H -0.31 -0.88 -8.48
H -1.15 -1.58 -7.03
H -0.29 0.01 -6.86
H -1.47 1.08 -9.52
H -1.47 1.87 -7.86
H -3.90 0.89 -9.42
H -3.28 2.54 -9.63
H -4.31 1.43 -7.09
H -3.90 4.14 -8.08
H -2.78 3.42 -6.84
H -5.82 3.60 -6.50
H -4.76 4.79 -5.87
H -3.37 2.63 -3.37
H -3.79 4.38 -3.77
H -2.61 3.46 -4.73
C -1.34 0.44 -4.60
O -0.25 1.31 -4.65
C 0.55 1.05 -3.55
C 1.59 2.17 -3.38
N 1.05 3.48 -3.02
C 0.61 3.62 -1.63
C -0.06 5.01 -1.48
O -1.23 5.11 -2.22
C -2.01 6.24 -2.07
H -1.83 0.52 -3.63
H -1.17 -0.60 -4.90
H -2.07 0.76 -5.37
H 1.05 0.07 -3.70
H -0.10 0.95 -2.68
H 2.01 2.39 -4.34
H 2.35 1.87 -2.65
H 0.27 3.64 -3.67
H 1.48 3.67 -0.97
H -0.01 2.77 -1.29
H 0.64 5.81 -1.72
H -0.31 5.21 -0.44
H -2.91 6.08 -2.69
H -1.54 7.21 -2.34
H -2.30 6.35 -1.03
C -8.88 1.82 1.43
O -7.59 1.74 0.95
C -7.39 2.60 -0.20
C -5.96 2.63 -0.67
N -5.18 3.54 0.19
C -3.83 3.80 -0.36
C -2.88 2.60 -0.47
O -2.66 1.94 0.80
C -1.92 2.77 1.62
H -8.92 1.34 2.41
H -9.55 1.34 0.70
H -9.16 2.84 1.57
H -7.62 3.65 0.01
H -8.06 2.24 -0.97
H -5.97 3.20 -1.62
H -5.59 1.61 -0.84
H -5.22 3.20 1.14
H -3.33 4.60 0.16
H -3.96 4.09 -1.38
H -1.95 2.86 -0.97
H -3.22 1.81 -1.14
H -2.46 3.73 1.83
H -0.95 3.05 1.18
H -1.81 2.38 2.62
C -4.98 0.13 2.62
O -4.85 -0.70 3.79
C -3.58 -0.42 4.38
C -2.37 -1.06 3.79
N -2.15 -2.54 4.13
C -3.36 -3.35 3.86
C -3.59 -3.53 2.39
O -4.62 -4.50 2.28
C -4.90 -4.82 0.93
H -5.96 -0.13 2.21
H -4.19 -0.04 1.84
H -4.90 1.16 2.99
H -3.61 -0.90 5.40
H -3.39 0.67 4.52
H -1.48 -0.53 4.15
H -2.33 -1.08 2.70
H -1.96 -2.61 5.12
H -4.31 -2.90 4.26
H -3.21 -4.35 4.22
H -2.68 -3.78 1.84
H -4.00 -2.54 2.00
H -4.66 -4.02 0.25
H -5.97 -4.97 0.75
H -4.35 -5.73 0.60
C -4.42 -2.05 -6.77
O -3.60 -1.97 -5.61
C -3.55 -3.29 -5.01
C -2.78 -3.22 -3.74
N -3.25 -2.21 -2.83
C -4.66 -2.42 -2.44
C -5.23 -1.25 -1.64
O -5.20 -0.03 -2.33
C -6.00 0.06 -3.45
H -3.92 -2.60 -7.58
H -4.61 -1.06 -7.19
H -5.39 -2.55 -6.63
H -3.12 -3.97 -5.71
H -4.57 -3.67 -4.83
H -1.73 -3.07 -4.00
H -2.75 -4.18 -3.18
H -3.21 -1.32 -3.32
H -4.68 -3.39 -1.96
H -5.32 -2.59 -3.31
H -4.71 -1.04 -0.68
H -6.26 -1.53 -1.38
H -6.93 -0.50 -3.30
H -5.50 -0.25 -4.41
H -6.30 1.10 -3.60
C 3.34 -0.70 -5.20
O 2.53 -1.52 -4.36
C 3.02 -1.55 -3.05
C 2.07 -2.35 -2.16
N 2.81 -3.15 -1.21
C 1.90 -3.94 -0.39
C 2.55 -4.70 0.75
O 3.33 -5.71 0.18
C 3.84 -6.54 1.16
H 3.07 -1.01 -6.20
H 4.37 -0.96 -4.96
H 3.20 0.40 -5.01
H 3.12 -0.53 -2.67
H 4.02 -2.01 -3.02
H 1.51 -3.04 -2.84
H 1.31 -1.71 -1.71
H 3.50 -3.77 -1.61
H 1.19 -4.62 -0.89
H 1.26 -3.19 0.06
H 1.81 -5.00 1.51
H 3.29 -4.13 1.34
H 4.44 -7.36 0.66
H 3.02 -7.03 1.74
H 4.44 -5.98 1.92
C -1.42 8.85 9.16
O -2.20 8.04 8.32
C -2.60 8.64 7.11
C -3.16 7.58 6.23
N -2.15 6.57 5.92
C -2.61 5.39 5.15
C -1.35 4.72 4.65
O -0.79 4.02 5.78
C 0.57 3.63 5.63
H -0.89 8.17 9.84
H -2.13 9.49 9.72
H -0.69 9.40 8.56
H -1.70 8.98 6.55
H -3.18 9.58 7.28
H -3.49 8.15 5.38
H -4.05 7.11 6.75
H -1.75 6.28 6.81
H -3.26 5.68 4.32
H -3.22 4.75 5.80
H -0.68 5.49 4.27
H -1.62 4.02 3.85
H 1.19 4.52 5.87
H 0.79 3.30 4.62
H 0.91 2.94 6.41
C 4.99 2.85 -2.12
O 5.83 3.35 -1.11
C 5.83 4.80 -1.09
C 6.59 5.39 -2.27
N 6.75 6.83 -2.31
C 7.22 7.39 -3.58
C 7.12 8.88 -3.47
O 7.96 9.34 -2.44
C 7.65 10.64 -1.99
H 4.06 3.39 -2.26
H 4.75 1.81 -1.80
H 5.47 2.93 -3.09
H 6.17 5.12 -0.09
H 4.81 5.14 -1.21
H 6.07 5.08 -3.17
H 7.51 4.79 -2.27
H 7.41 7.20 -1.61
H 6.54 7.07 -4.39
H 8.22 7.04 -3.85
H 6.12 9.10 -3.25
H 7.30 9.39 -4.40
H 8.41 10.89 -1.21
H 6.66 10.68 -1.53
H 7.65 11.36 -2.80
C -2.43 1.45 7.44
O -2.25 0.10 7.77
C -1.02 -0.36 7.32
C -0.91 -1.78 7.77
N -1.99 -2.57 7.18
C -2.05 -3.98 7.79
C -2.80 -4.04 9.12
O -4.17 -3.69 8.89
C -4.95 -4.01 10.03
H -1.48 1.95 7.65
H -3.22 1.84 8.07
H -2.71 1.56 6.38
H -0.16 0.23 7.75
H -0.88 -0.29 6.19
H -0.91 -1.90 8.84
H 0.01 -2.18 7.40
H -2.90 -2.11 7.43
H -1.04 -4.39 7.91
H -2.61 -4.64 7.13
H -2.41 -3.42 9.92
H -2.74 -5.10 9.42
H -4.63 -3.51 10.93
H -4.96 -5.08 10.28
H -5.96 -3.76 9.82
C 3.04 5.46 1.87
O 2.15 4.68 1.10
C 2.04 3.35 1.55
C 3.07 2.47 0.86
N 3.13 1.11 1.42
C 3.87 0.17 0.59
C 3.96 -1.21 1.23
O 4.34 -1.08 2.57
C 4.80 -2.22 3.28
H 3.25 6.36 1.31
H 3.96 4.90 2.07
H 2.53 5.67 2.78
H 1.07 2.99 1.21
H 2.04 3.34 2.64
H 4.08 2.90 0.83
H 2.77 2.34 -0.19
H 3.33 1.04 2.41
H 4.92 0.53 0.43
H 3.40 -0.01 -0.36
H 4.66 -1.82 0.66
H 2.99 -1.69 1.21
H 4.89 -1.87 4.31
H 5.75 -2.58 2.97
H 4.05 -2.99 3.27
C -1.61 -5.06 -0.96
O -1.23 -6.13 -1.79
C -1.81 -7.36 -1.49
C -1.35 -8.44 -2.49
N -0.18 -9.14 -1.95
C 1.09 -8.39 -1.86
C 1.68 -7.98 -3.16
O 1.80 -9.14 -3.91
C 1.94 -9.00 -5.29
H -1.11 -5.22 0.07
H -2.68 -5.14 -0.76
H -1.28 -4.13 -1.39
H -2.89 -7.20 -1.49
H -1.66 -7.73 -0.45
H -1.11 -7.98 -3.44
H -2.19 -9.13 -2.62
H -0.02 -9.98 -2.45
H 1.87 -8.98 -1.31
H 0.86 -7.51 -1.25
H 2.67 -7.54 -2.94
H 1.05 -7.28 -3.63
H 1.03 -8.55 -5.67
H 2.02 -10.05 -5.66
H 2.84 -8.44 -5.54
C 2.10 0.50 4.71
O 2.85 1.68 4.53
C 4.00 1.81 5.36
C 4.76 2.98 4.86
N 5.25 2.89 3.50
C 6.40 1.97 3.41
C 7.18 2.15 2.15
O 8.34 1.34 2.10
C 8.05 -0.08 1.85
H 2.81 -0.38 4.68
H 1.48 0.39 3.82
H 1.51 0.54 5.66
H 4.59 0.90 5.31
H 3.80 1.99 6.39
H 5.62 3.27 5.39
H 3.92 3.69 4.78
H 4.46 2.69 2.92
H 6.19 0.95 3.65
H 7.07 2.31 4.19
H 7.54 3.16 2.04
H 6.56 1.96 1.25
H 7.84 -0.11 0.77
H 7.19 -0.48 2.41
H 8.95 -0.64 2.16



No. 3
9
Properties=species:S:1:pos:R:3 method="wB97M-V/def2-TZVPD" smiles="O=c1cnoc(=O)o1" spin_multiplicity=1 relative_energy_kj_mol=346.4 e_homo_ev=-11.6 energy_ha=-470.537109 total_charge=0
O -1.93 -1.16 0.17
C -0.96 -0.59 0.05
C -0.86 0.85 -0.25
N 0.21 1.55 -0.10
O 1.38 0.74 0.64
C 1.33 -0.53 0.12
O 2.33 -1.16 -0.35
O 0.16 -1.18 0.27
H -1.66 1.47 -0.53



No. 4
19
Properties=species:S:1:pos:R:3 method="wB97M-V/def2-TZVPD" smiles=CSCCCCO spin_multiplicity=1 relative_energy_kj_mol=153.1 e_homo_ev=-8.4 energy_ha=-671.074936 total_charge=0
C 2.06 -1.63 -1.93
S 0.43 -1.99 -1.43
C 0.18 -1.17 0.22
C -0.74 0.04 0.12
C -1.02 0.78 1.44
C -1.28 2.33 1.39
O -0.27 3.27 1.69
H 2.77 -2.44 -1.91
H 2.12 -1.21 -2.95
H 2.60 -0.85 -1.38
H -0.31 -1.94 0.80
H 1.17 -0.89 0.61
H -0.29 0.78 -0.56
H -1.59 -0.35 -0.41
H -0.14 0.58 2.08
H -1.92 0.44 1.93
H -1.46 2.57 0.36
H -2.30 2.39 1.80
H -0.54 4.14 1.95